# 1
14
Properties=species:S:1:pos:R:3:mulliken_charge:R:1 method="wB97M-V/def2-TZVPD" homo_lumo_gap_ev=11.1 energy_ev=-7360.0100 e_above_lowest_kcal_mol=51.8 smiles=C#C[C@@H](C)CO mol_weight_g_mol=84.1 e_homo_ev=-10.06 lumo_energy_ev=1.01
C 2.364 0.078 -0.426 0.242
C 1.158 0.071 -0.481 -1.018
C -0.307 -0.117 -0.434 0.657
C -0.510 -1.591 0.019 -1.350
C -0.906 0.958 0.511 -0.664
O -0.676 2.299 0.128 -0.504
H 3.426 0.124 -0.411 0.449
H -0.680 0.106 -1.451 0.207
H -0.064 -1.717 1.026 0.313
H -0.020 -2.261 -0.713 0.353
H -1.517 -2.013 0.119 0.373
H -1.988 0.831 0.504 0.318
H -0.532 0.773 1.529 0.298
H 0.278 2.446 0.083 0.326

=====

# 2
90
Properties=species:S:1:pos:R:3:mulliken_charge:R:1 method="wB97M-V/def2-TZVPD" homo_lumo_gap_ev="4.1 / 3.9" energy_ev=-64723.9469 charge=+1 mol_weight_g_mol=832.0 e_homo_ev="-9.34 / -9.26" lumo_energy_ev="-5.20 / -5.35"
Pt -0.424 0.086 -1.410 2.164
C -1.572 -1.646 -3.737 -1.853
N -0.815 -1.801 -2.493 0.606
C 0.457 -2.496 -2.800 -0.967
C -1.562 -2.408 -1.420 -0.582
C -2.799 -3.007 -1.605 -0.654
C -3.502 -3.504 -0.517 -1.024
C -2.969 -3.406 0.759 -1.173
C -1.729 -2.821 0.949 0.461
C -1.006 -2.317 -0.130 0.659
N 0.202 -1.609 -0.021 1.056
C 1.257 -2.129 0.645 0.209
C 1.217 -3.457 1.155 -1.103
C 2.326 -4.056 1.691 -1.093
C 3.538 -3.364 1.743 -0.943
C 3.618 -2.068 1.261 -0.263
C 2.510 -1.413 0.737 -0.093
N 2.603 -0.078 0.289 0.723
C 3.920 0.315 -0.198 -1.395
C 2.089 0.899 1.251 -0.124
H -1.772 -2.619 -4.192 0.566
H -0.964 -1.071 -4.433 0.405
H -2.503 -1.121 -3.552 0.532
H 0.242 -3.434 -3.319 0.372
H 1.014 -2.706 -1.899 0.121
H 1.058 -1.862 -3.449 0.469
H -3.232 -3.087 -2.593 0.532
H -4.470 -3.964 -0.670 0.421
H -3.522 -3.778 1.611 0.482
H -1.323 -2.731 1.947 0.141
H 0.300 -4.024 1.072 0.549
H 2.264 -5.074 2.054 0.451
H 4.417 -3.835 2.165 0.420
H 4.563 -1.543 1.315 0.384
H 4.655 0.446 0.607 0.495
H 3.838 1.270 -0.719 0.294
H 4.295 -0.427 -0.902 0.381
H 2.879 1.209 1.948 0.543
H 1.283 0.467 1.830 -0.557
H 1.699 1.784 0.745 -0.069
C 0.436 0.049 5.754 -1.772
C -0.556 -0.647 4.808 2.075
C -1.720 -1.237 5.618 -1.826
C 0.184 -1.790 4.112 -1.964
C -1.110 0.371 3.812 0.546
C -1.709 1.547 4.305 -0.370
C -2.206 2.521 3.470 -1.453
C -2.097 2.327 2.097 0.715
S -2.628 3.362 0.811 -0.384
C -2.054 2.223 -0.331 0.717
N -1.498 1.142 0.179 -0.038
C -1.514 1.173 1.576 -1.213
C -1.043 0.185 2.444 1.141
C -2.154 2.368 -1.769 1.142
C -2.960 3.329 -2.378 -0.792
C -3.096 3.335 -3.754 -1.044
C -2.430 2.372 -4.502 -1.090
C -1.615 1.430 -3.887 0.833
C -1.447 1.413 -2.511 -0.389
H 0.902 -0.689 6.412 0.464
H -0.054 0.790 6.388 0.361
H 1.226 0.553 5.192 0.356
H -1.342 -1.953 6.353 0.450
H -2.427 -1.755 4.965 0.348
H -2.267 -0.462 6.158 0.380
H 0.607 -2.460 4.863 0.626
H 1.010 -1.431 3.488 0.281
H -0.484 -2.390 3.490 0.349
H -1.780 1.699 5.374 0.452
H -2.661 3.417 3.873 0.420
H -0.592 -0.702 2.021 -0.992
H -3.495 4.056 -1.778 0.447
H -3.720 4.074 -4.240 0.418
H -2.538 2.357 -5.580 0.486
H -1.077 0.734 -4.512 0.300
C 1.178 0.417 -2.708 -1.342
C 1.519 1.840 -2.969 -0.416
C 1.450 2.383 -4.250 -0.350
C 1.757 3.710 -4.485 -0.958
C 2.145 4.528 -3.428 0.485
C 2.239 4.000 -2.144 -1.569
C 1.932 2.670 -1.929 0.390
C 2.457 5.906 -3.661 -0.165
N 2.709 7.013 -3.849 -0.472
H 1.981 -0.062 -2.148 1.235
H 1.047 -0.118 -3.650 0.738
H 1.163 1.757 -5.085 0.396
H 1.698 4.119 -5.485 0.514
H 2.556 4.633 -1.326 0.519
H 2.001 2.270 -0.923 0.473

=====

# 3
48
Properties=species:S:1:pos:R:3:mulliken_charge:R:1 method="wB97M-V/def2-TZVPD" homo_lumo_gap_ev=8.1 energy_ev=-61873.5637 e_above_lowest_kcal_mol=10.7 charge=+2 mol_weight_g_mol=546.5 e_homo_ev=-13.83 lumo_energy_ev=-5.75
Pt 0.023 -0.107 0.218 0.735
N 2.214 0.243 0.135 -0.728
N 2.572 1.602 0.233 -0.292
C 1.656 2.584 0.202 0.795
N 2.112 3.829 0.205 -0.400
S -0.014 2.292 0.158 -0.581
H 2.649 -0.248 0.915 0.385
H 2.578 -0.129 -0.739 0.350
H 3.561 1.807 0.254 0.236
H 3.093 4.058 0.178 0.207
H 1.456 4.595 0.220 0.213
C -3.009 1.205 -0.682 -1.460
P -2.167 -0.317 -0.196 1.074
C -3.145 -0.937 1.196 -1.165
C -2.377 -1.516 -1.530 0.428
C -3.506 -1.598 -2.333 -0.834
C -3.587 -2.596 -3.295 -0.722
C -2.560 -3.518 -3.440 -0.781
C -1.436 -3.450 -2.628 -0.736
C -1.339 -2.441 -1.680 0.446
P 0.060 -2.240 -0.553 0.697
C -0.041 -3.615 0.623 -1.178
C 1.563 -2.599 -1.503 -1.472
H -4.080 1.018 -0.765 0.493
H -2.627 1.561 -1.639 0.419
H -2.859 1.973 0.076 0.473
H -4.140 -1.216 0.845 0.484
H -3.246 -0.164 1.958 0.370
H -2.670 -1.812 1.638 0.228
H -4.318 -0.890 -2.228 0.374
H -4.457 -2.653 -3.935 0.433
H -2.633 -4.292 -4.192 0.431
H -0.644 -4.179 -2.752 0.372
H -0.192 -4.552 0.086 0.481
H -0.873 -3.466 1.311 0.266
H 0.882 -3.684 1.199 0.388
H 1.545 -3.635 -1.845 0.482
H 2.451 -2.487 -0.879 0.428
H 1.628 -1.949 -2.377 0.413
C -0.593 1.170 3.688 -0.856
S 0.628 0.080 2.936 0.116
C 0.281 -1.451 3.823 -0.866
H -1.590 0.745 3.589 0.191
H -0.547 2.125 3.168 0.304
H -0.360 1.325 4.739 0.420
H 0.520 -1.339 4.878 0.424
H 0.910 -2.232 3.401 0.286
H -0.767 -1.727 3.709 0.226